Record 1
Formula: C14H26Br12Cl6
Source: the OMol25 dataset
Level of theory: wB97M-V/def2-TZVPD

Properties
**Spin multiplicity**: 1
**Gap between HOMO and LUMO**: 0.386 hartree

```
58
Properties=species:S:1:pos:R:3:lowdin_charge:R:1
C 16.275 17.893 -14.402 -1.4924
Cl 17.206 17.207 -15.810 0.4677
Cl 16.887 19.467 -13.981 0.5316
Cl 16.362 16.878 -12.905 0.4811
H 15.271 17.930 -14.825 0.0131
C 28.799 16.777 -21.768 -1.4906
Cl 29.417 18.390 -22.082 0.5402
Cl 27.386 16.638 -20.641 0.4721
Cl 30.101 15.741 -21.057 0.4675
H 28.488 16.295 -22.695 0.0110
Br 23.296 20.299 -20.622 0.5719
C 22.243 21.370 -21.922 -0.7128
C 22.929 21.652 -23.201 -0.6968
Br 21.652 22.559 -24.395 0.6155
H 21.882 22.323 -21.534 0.0579
H 21.395 20.719 -22.132 0.0449
H 23.239 20.709 -23.652 0.0569
H 23.842 22.247 -23.188 0.0613
Br 22.722 14.284 -17.357 0.5630
C 22.212 15.316 -18.954 -0.6603
C 20.792 14.917 -19.485 -0.6717
Br 20.114 16.218 -20.798 0.5861
H 22.997 15.191 -19.700 0.0542
H 22.178 16.324 -18.540 0.0342
H 20.029 14.924 -18.707 0.0394
H 20.813 13.889 -19.847 0.0490
Br 19.714 12.373 -13.251 0.5962
C 21.299 12.250 -12.101 -0.7286
C 21.931 13.605 -12.023 -0.6818
Br 23.411 13.362 -10.736 0.5986
H 21.932 11.471 -12.523 0.0542
H 20.960 11.942 -11.112 0.0488
H 21.282 14.345 -11.555 0.0530
H 22.238 14.050 -12.969 0.0603
Br 22.866 18.245 -14.585 0.6138
C 24.769 18.498 -14.895 -0.7252
C 25.298 19.676 -14.163 -0.7034
Br 27.109 20.166 -14.720 0.6045
H 24.968 18.526 -15.967 0.0569
H 25.217 17.571 -14.537 0.0518
H 25.474 19.525 -13.098 0.0535
H 24.645 20.489 -14.483 0.0490
Br 28.699 14.348 -15.106 0.5764
C 27.318 13.115 -14.364 -0.6614
C 27.968 11.746 -14.252 -0.7205
Br 26.740 10.449 -13.461 0.6033
H 26.415 13.173 -14.972 0.0529
H 26.925 13.600 -13.471 0.0499
H 28.836 11.684 -13.595 0.0447
H 28.369 11.463 -15.225 0.0543
Br 22.282 7.728 -17.707 0.5923
C 20.684 8.869 -17.892 -0.6855
C 20.538 9.229 -19.382 -0.6701
Br 18.958 10.416 -19.598 0.5666
H 20.858 9.751 -17.276 0.0458
H 19.818 8.420 -17.406 0.0565
H 20.359 8.353 -20.006 0.0487
H 21.418 9.735 -19.780 0.0506
```


Record 2
Formula: C14H26Br2F3NO6P
Source: the OMol25 dataset
Level of theory: wB97M-V/def2-TZVPD

Properties
**Spin multiplicity**: 1
**Total charge**: -1
**Gap between HOMO and LUMO**: 0.176 hartree

```
53
Properties=species:S:1:pos:R:3:lowdin_charge:R:1
O -2.189 5.111 -0.989 -0.4479
P -0.883 4.185 -1.182 0.7236
O -0.653 4.040 -2.900 -0.2649
O 0.434 5.142 -0.469 -0.2753
C -1.210 2.551 -0.257 -0.3859
N -0.994 1.289 -1.050 -0.2194
C 0.408 1.141 -1.578 -0.3792
C 1.606 1.656 -0.592 -0.1958
C 1.786 0.819 0.803 -0.6043
F 1.384 1.639 2.007 -0.1357
Br 0.733 -0.880 0.922 0.8633
C 3.372 0.390 1.120 -0.6376
F 3.384 0.093 2.602 -0.1186
F 3.710 -0.831 0.348 -0.0806
Br 4.664 1.914 0.873 0.7088
H 0.324 4.203 -3.155 0.0757
H 1.155 5.292 -1.148 0.0512
H -0.634 2.607 0.767 0.0807
H -2.368 2.563 0.038 0.0923
H 0.520 1.729 -2.611 0.0805
H 0.569 -0.003 -1.877 0.0890
H 1.567 2.797 -0.308 0.1005
H 2.622 1.518 -1.202 0.1028
C 1.435 -4.312 4.865 -0.0267
C 2.087 -4.291 3.508 -0.4812
O 1.896 -5.192 2.694 0.0324
C 2.981 -3.124 3.187 -0.0342
H 0.818 -5.213 4.957 0.0810
H 2.200 -4.331 5.645 0.0825
H 0.793 -3.435 4.983 0.0890
H 3.816 -3.090 3.892 0.0895
H 2.409 -2.194 3.230 0.0560
H 3.382 -3.242 2.175 0.0787
C -4.677 3.026 -1.965 -0.0254
C -5.598 3.100 -0.777 -0.4861
O -5.178 2.940 0.368 0.0487
C -7.053 3.378 -1.044 -0.0409
H -3.657 2.820 -1.622 0.0499
H -4.992 2.218 -2.630 0.0839
H -4.680 3.980 -2.498 0.0887
H -7.474 2.585 -1.667 0.0777
H -7.162 4.348 -1.535 0.0803
H -7.598 3.403 -0.094 0.0766
C 1.587 -4.136 -2.873 -0.0302
C 1.556 -3.653 -1.447 -0.4804
O 1.279 -2.487 -1.174 -0.0869
C 1.878 -4.653 -0.369 -0.0223
H 1.335 -3.307 -3.542 0.0844
H 2.589 -4.495 -3.122 0.0807
H 0.852 -4.933 -3.011 0.0818
H 2.893 -5.035 -0.507 0.0912
H 1.157 -5.473 -0.396 0.0909
H 1.818 -4.164 0.609 0.0475
```


Record 3
Formula: C14H26ClIIrNP2
Source: the OMol25 dataset
Level of theory: wB97M-V/def2-TZVPD

Properties
**⟨S²⟩**: 6.03
**Spin multiplicity**: 5
**Total charge**: +2
**Gap between HOMO and LUMO (spin up / spin down)**: 0.188 / 0.109 hartree

```
46
Properties=species:S:1:pos:R:3:lowdin_spin:R:1
C -1.105 -3.131 0.822 0.7140
I -2.299 -2.119 -2.318 0.7321
H -0.182 -3.289 1.369 0.0387
H -1.212 -3.834 -0.032 0.0384
H -1.712 -3.089 1.730 0.0386
Ir 1.298 1.227 0.278 1.3505
P 1.230 -0.535 -1.303 0.0416
C 0.510 -2.132 -1.965 0.1242
C 1.299 0.262 -3.010 0.0015
H 1.867 -0.413 -3.681 0.0001
H 3.147 -1.735 -2.196 0.0007
H 1.813 1.229 -2.873 0.0004
H 3.594 -0.487 -1.001 0.0033
H -0.314 -1.856 -2.731 0.0476
H 0.266 0.396 -3.371 0.0006
C 2.903 -1.277 -1.238 0.0139
H 1.132 -2.695 -2.686 0.0079
H 2.909 -2.047 -0.474 0.0008
H 0.136 -2.820 -1.207 0.0080
P -0.584 1.571 1.427 0.0478
C -2.238 1.119 2.083 0.0234
C 0.289 1.994 2.965 0.0113
H -0.215 3.579 0.086 0.0033
H -1.562 3.843 1.304 0.0001
H -1.864 2.850 -0.179 0.0007
C -1.117 3.164 0.563 0.0090
H 1.292 2.341 2.726 0.0041
H -0.250 2.761 3.531 0.0007
H -2.564 1.741 2.922 0.0042
H -2.262 0.077 2.407 -0.0001
H 0.347 1.097 3.578 0.0014
H -2.993 1.224 1.294 0.0005
Cl 2.972 2.700 -0.279 0.2571
N -1.861 -0.117 -0.086 0.1468
C -2.448 -1.162 0.013 0.0416
C -3.578 -2.193 -0.050 0.1021
C -3.571 -3.447 0.520 0.0128
C -4.619 -4.352 0.421 0.0393
C -5.726 -4.026 -0.408 0.0130
C -5.695 -2.822 -1.098 0.0229
C -4.688 -1.868 -0.948 0.0817
H -2.845 -3.942 1.079 0.0056
H -4.606 -5.270 0.969 0.0023
H -6.581 -4.709 -0.456 0.0003
H -6.520 -2.543 -1.780 0.0002
H -4.699 -0.989 -1.495 0.0053
```